(1)
Molecular formula: C5H11FN
Method: DFT, the ωB97M-V functional and the def2-TZVPD basis

Structure (XYZ):
```
18
C5H11FN (the ωB97M-V functional and the def2-TZVPD basis)
C -1.74 -1.56 -0.32
C -1.39 -0.36 -0.55
F -2.07 0.63 -1.06
C 0.44 0.14 -0.51
N 0.49 1.28 -1.58
C 0.98 0.63 0.86
C 0.68 -0.45 1.94
H -2.80 -1.92 -0.49
H -1.23 -2.40 -0.12
H 0.87 -0.76 -1.00
H 0.97 2.14 -1.14
H -0.55 1.49 -1.73
H 0.95 1.03 -2.45
H 2.08 0.77 0.69
H 0.60 1.60 0.99
H -0.40 -0.64 1.82
H 0.95 -0.31 3.08
H 1.16 -1.31 1.56
```

Summary:
SMILES string = C=C(F)[C@@H]([NH3+])CC
Charge = +1
LUMO energy = -3.5680 eV
Relative energy (zero: lowest compared OMol25 entry of this formula, charge and spin) = 74.39 kcal/mol
E_HOMO = -0.533 Ha


(2)
Molecular formula: C34H66BF4IN5O10P2
Method: DFT, the ωB97M-V functional and the def2-TZVPD basis

Structure (XYZ):
```
123
C34H66BF4IN5O10P2 (the ωB97M-V functional and the def2-TZVPD basis)
C -4.39 -5.45 -0.25
C -4.15 -5.08 -1.76
O -2.78 -5.30 -2.07
C -2.34 -4.53 -3.19
C -0.81 -4.24 -3.02
O -0.65 -2.86 -3.28
C 0.55 -2.33 -2.66
P 0.29 -0.56 -1.95
C 2.16 -0.13 -1.80
C 3.13 -1.34 -1.72
C 4.54 -0.80 -1.28
I 5.92 -2.48 -1.22
C 0.13 -1.51 -0.22
C 0.98 -1.21 0.88
C 0.81 -1.88 2.18
C -0.28 -2.80 2.13
C -1.01 -2.99 0.95
N -0.90 -2.39 -0.24
C 0.17 0.23 -3.76
F -0.96 -0.14 -4.45
F 0.28 1.60 -3.75
F 1.19 -0.17 -4.62
O 0.13 1.03 -1.24
C -1.16 1.43 -0.79
C -1.11 1.35 0.77
C 0.19 1.94 1.41
C -1.11 2.98 -1.13
C -2.26 3.86 -0.55
C -1.86 4.74 0.70
F -3.45 3.17 -0.23
C -2.17 0.52 -1.59
P -3.32 1.38 -2.84
O -2.65 2.17 -3.93
B -3.37 -0.26 -0.76
C -4.28 0.31 0.40
O -3.68 -1.58 -1.18
O -1.45 -0.62 -2.09
H -4.17 -4.60 0.43
H -5.46 -5.73 -0.14
H -3.78 -6.34 0.01
H -4.78 -5.77 -2.37
H -4.46 -4.01 -1.87
H -2.50 -5.06 -4.16
H -2.90 -3.57 -3.27
H -0.21 -4.86 -3.72
H -0.56 -4.51 -1.97
H 1.31 -2.36 -3.48
H 0.96 -3.04 -1.90
H 2.51 0.48 -2.67
H 2.25 0.59 -0.95
H 3.29 -1.77 -2.73
H 2.82 -2.17 -1.04
H 4.89 -0.16 -2.13
H 4.50 -0.23 -0.33
H 1.81 -0.49 0.90
H 1.44 -1.69 3.05
H -0.54 -3.36 3.04
H -1.82 -3.75 1.00
H -1.20 0.31 1.17
H -1.94 1.89 1.28
H 1.12 1.58 0.94
H 0.22 3.05 1.34
H 0.21 1.71 2.49
H -1.11 3.15 -2.23
H -0.15 3.44 -0.79
H -2.53 4.61 -1.33
H -2.39 5.71 0.58
H -0.77 4.97 0.67
H -2.19 4.30 1.65
H -4.35 2.09 -2.16
H -3.98 0.29 -3.47
H -5.24 0.74 0.03
H -4.58 -0.54 1.06
H -3.83 1.07 1.07
H -4.08 -1.51 -2.07
C 4.24 1.79 2.25
O 3.15 1.40 2.61
N 4.49 2.99 1.68
C 5.82 3.39 1.28
C 3.39 3.92 1.47
H 5.15 1.17 2.37
H 6.11 4.29 1.81
H 5.83 3.59 0.20
H 6.54 2.60 1.50
H 2.92 4.15 2.42
H 2.64 3.45 0.82
H 3.75 4.84 1.00
C 3.87 -3.37 2.92
O 3.57 -2.47 3.68
N 4.59 -4.47 3.26
C 4.91 -5.50 2.29
C 5.04 -4.62 4.63
H 3.57 -3.34 1.86
H 4.48 -6.45 2.62
H 6.00 -5.60 2.22
H 4.51 -5.25 1.31
H 4.17 -4.62 5.29
H 5.68 -3.77 4.89
H 5.59 -5.55 4.74
C -7.20 -0.36 -3.98
O -6.04 -0.51 -3.68
N -7.68 0.67 -4.71
C -9.09 0.81 -5.03
C -6.75 1.68 -5.19
H -7.99 -1.06 -3.66
H -9.21 0.80 -6.12
H -9.46 1.75 -4.63
H -9.66 -0.02 -4.60
H -5.99 1.20 -5.82
H -6.24 2.14 -4.35
H -7.27 2.44 -5.77
C 3.35 5.49 5.29
O 2.80 5.14 4.26
N 4.42 4.86 5.84
C 5.03 5.33 7.07
C 4.96 3.69 5.17
H 3.01 6.36 5.87
H 6.08 5.58 6.87
H 4.98 4.53 7.81
H 4.52 6.21 7.45
H 5.28 3.97 4.16
H 4.19 2.93 5.10
H 5.81 3.30 5.73
```

Summary:
Charge = -1
LUMO energy = 1.9342 eV
E_HOMO = -0.176 Ha


(3)
Molecular formula: C25H40Cl30F13IO5S2
Method: DFT, the ωB97M-V functional and the def2-TZVPD basis

Structure (XYZ):
```
116
C25H40Cl30F13IO5S2 (the ωB97M-V functional and the def2-TZVPD basis)
O -2.86 2.20 -4.83
S -3.51 2.25 -3.57
O -4.87 1.92 -3.63
O -3.37 3.72 -2.92
C -2.00 4.12 -2.80
I -1.95 5.79 -1.43
C -1.07 3.03 -2.26
O -0.36 2.41 -3.30
C -1.89 2.02 -1.40
C -0.87 1.25 -0.55
C -1.57 0.11 0.21
C -0.91 -0.24 1.55
F 0.26 0.38 1.70
F -0.64 -1.55 1.51
C -1.94 0.07 2.66
F -2.48 1.25 2.51
F -2.91 -0.82 2.47
C -1.39 -0.02 4.09
F -0.79 -1.19 4.19
F -0.53 0.98 4.17
C -2.44 0.25 5.20
F -2.59 1.54 5.25
F -3.62 -0.21 4.95
S -1.95 -0.33 6.96
F -2.03 1.15 7.48
F -0.41 -0.18 6.71
F -1.98 -1.86 6.56
F -3.49 -0.45 7.31
F -1.63 -0.76 8.43
C -2.66 1.13 -2.37
O -3.67 0.43 -1.74
H -1.66 4.48 -3.76
H -0.35 3.52 -1.60
H 0.44 1.95 -3.01
H -2.55 2.56 -0.72
H -0.38 1.99 0.07
H -0.17 0.78 -1.24
H -2.62 0.35 0.34
H -1.54 -0.77 -0.42
H -1.95 0.49 -2.89
H -3.59 -0.51 -1.94
C 3.30 1.08 -4.93
Cl 2.74 1.33 -3.26
Cl 2.07 0.33 -5.94
H 3.56 2.05 -5.35
H 4.18 0.45 -4.90
C 4.60 3.11 -0.16
Cl 3.02 3.66 -0.76
Cl 5.55 4.48 0.42
H 4.49 2.39 0.65
H 5.13 2.64 -0.99
C 2.27 0.68 -10.08
Cl 1.84 2.11 -9.13
Cl 3.33 -0.40 -9.17
H 1.36 0.15 -10.34
H 2.79 1.00 -10.98
C 5.20 -3.15 5.26
Cl 5.71 -3.71 3.67
Cl 6.56 -2.56 6.22
H 4.50 -2.34 5.13
H 4.73 -3.97 5.79
C 5.30 0.67 4.16
Cl 5.86 1.45 2.68
Cl 6.33 1.08 5.53
H 4.29 0.99 4.37
H 5.32 -0.41 4.01
C 9.00 3.35 -1.67
Cl 8.48 4.94 -2.23
Cl 7.98 2.75 -0.36
H 8.95 2.65 -2.50
H 10.02 3.42 -1.31
C 0.59 9.43 -1.47
Cl 0.78 9.26 -3.21
Cl -1.03 8.90 -0.99
H 1.32 8.82 -0.96
H 0.71 10.47 -1.20
C 1.92 -3.73 -8.33
Cl 1.34 -3.47 -6.68
Cl 0.70 -4.48 -9.35
H 2.19 -2.77 -8.76
H 2.79 -4.38 -8.29
C 0.55 -5.21 -13.13
Cl -0.24 -4.91 -14.68
Cl 2.01 -4.22 -12.93
H -0.14 -4.96 -12.33
H 0.83 -6.25 -13.08
C -4.30 -5.82 -15.46
Cl -4.73 -4.38 -14.52
Cl -3.23 -6.89 -14.55
H -5.21 -6.35 -15.70
H -3.80 -5.50 -16.36
C -3.42 -3.50 9.57
Cl -4.19 -3.26 11.14
Cl -4.54 -4.18 8.39
H -3.06 -2.55 9.20
H -2.58 -4.18 9.69
C -5.83 2.10 4.86
Cl -5.34 3.37 3.72
Cl -7.32 2.53 5.71
H -5.99 1.19 4.31
H -5.04 1.97 5.58
C 2.53 5.56 -7.33
Cl 2.10 6.99 -6.39
Cl 3.57 4.47 -6.41
H 1.62 5.04 -7.60
H 3.05 5.87 -8.22
C -2.47 -5.50 13.93
Cl -1.63 -6.12 12.51
Cl -1.34 -5.20 15.27
H -2.96 -4.57 13.67
H -3.20 -6.23 14.25
C -3.73 -8.06 16.96
Cl -3.31 -9.77 16.97
Cl -4.97 -7.69 15.75
H -4.12 -7.79 17.94
H -2.84 -7.48 16.74
```

Summary:
Charge = 0
LUMO energy = -0.1598 eV
E_HOMO = -0.353 Ha


(4)
Molecular formula: C3H6ClOPS
Method: DFT, the ωB97M-V functional and the def2-TZVPD basis

Structure (XYZ):
```
13
C3H6ClOPS (the ωB97M-V functional and the def2-TZVPD basis)
C 0.16 1.48 0.26
C 0.41 0.19 -0.43
S 0.26 0.25 -2.36
C 0.63 -0.94 0.25
P 0.68 -1.44 2.25
O 0.87 -0.09 3.17
Cl 2.67 -1.98 2.06
H 0.83 2.26 -0.11
H 0.28 1.24 1.39
H -0.93 1.91 0.24
H 1.52 0.26 -2.76
H 0.67 -1.90 -0.33
H 1.55 0.49 3.10
```

Summary:
SMILES string = C/C(S)=C\P(O)Cl
Charge = 0
LUMO energy = 0.5049 eV
Relative energy (zero: lowest compared OMol25 entry of this formula, charge and spin) = 34.82 kcal/mol
E_HOMO = -0.344 Ha


(5)
Molecular formula: C5H5BeNO4
Method: DFT, the ωB97M-V functional and the def2-TZVPD basis

Structure (XYZ):
```
16
C5H5BeNO4 (the ωB97M-V functional and the def2-TZVPD basis)
O -1.35 -1.32 -3.25
C -0.81 -0.88 -2.34
Be 0.40 0.34 0.76
C 0.49 1.83 -0.18
C 1.60 -0.91 0.47
O 0.61 2.98 -0.32
O 2.47 -1.61 0.77
C -2.62 -0.38 2.88
C -1.29 0.05 2.43
N -0.38 0.61 3.23
O -1.01 -0.13 1.18
H -2.75 -0.19 3.94
H -2.75 -1.45 2.70
H -3.39 0.14 2.33
H 0.57 0.91 2.89
H -0.63 0.74 4.20
```

Summary:
Charge = +2
LUMO energy = -11.2071 eV
E_HOMO = -0.736 Ha


(6)
Molecular formula: C3H10N2S
Method: DFT, the ωB97M-V functional and the def2-TZVPD basis

Structure (XYZ):
```
16
C3H10N2S (the ωB97M-V functional and the def2-TZVPD basis)
C 3.40 -1.28 0.37
C 2.15 -1.92 -0.17
S 0.84 -0.74 -0.48
H 3.35 -0.45 1.09
H 3.96 -0.70 -0.40
H 4.03 -2.08 0.75
H 1.71 -2.55 0.60
H 2.29 -2.41 -1.13
N -2.36 0.71 0.94
C -2.18 1.86 0.36
N -3.00 2.28 -0.57
H -3.05 0.09 0.55
H -1.87 0.34 1.74
H -1.41 2.52 0.75
H -2.87 3.07 -1.19
H -3.66 1.61 -0.95
```

Summary:
Charge = 0
LUMO energy = -0.5733 eV
Relative energy (zero: lowest compared OMol25 entry of this formula, charge and spin) = 63.39 kcal/mol
E_HOMO = -0.192 Ha


(7)
Molecular formula: C16H11BF10N2O5RuS
Method: DFT, the ωB97M-V functional and the def2-TZVPD basis

Structure (XYZ):
```
47
C16H11BF10N2O5RuS (the ωB97M-V functional and the def2-TZVPD basis)
Ru 0.74 -1.21 0.39
S 2.53 -2.22 1.49
C 3.12 -1.80 -0.12
C 3.76 -2.70 -0.99
C 4.07 -2.27 -2.26
C 3.69 -0.98 -2.66
C 3.00 -0.19 -1.77
N 2.76 -0.58 -0.51
H 3.97 -3.71 -0.66
H 4.56 -2.93 -2.95
H 3.89 -0.62 -3.66
H 2.62 0.78 -2.04
O 0.99 0.58 1.22
C -0.19 0.74 1.71
O -1.03 -0.16 1.59
C -0.48 2.02 2.39
C 0.53 2.94 2.62
C 0.26 4.15 3.25
C -1.04 4.44 3.65
C -2.03 3.51 3.41
C -1.79 2.29 2.79
N -3.40 3.83 3.83
O -3.61 4.94 4.27
O -4.24 2.96 3.73
H 1.53 2.70 2.29
H 1.05 4.86 3.43
H -1.29 5.37 4.13
H -2.57 1.57 2.61
F -0.60 -3.02 1.81
B -0.48 -3.96 0.78
F 0.25 -3.20 -0.27
F 0.29 -5.04 1.14
F -1.70 -4.32 0.26
C -1.35 -2.00 -2.99
C -1.01 -0.71 -2.23
O 0.14 -0.84 -1.51
C -2.23 -0.33 -1.36
F -2.43 -1.25 -0.43
F -3.37 -0.24 -2.08
F -2.07 0.86 -0.75
C -0.74 0.42 -3.26
F -0.30 1.55 -2.69
F 0.21 0.03 -4.13
F -1.81 0.74 -4.00
H -1.61 -2.77 -2.26
H -0.45 -2.32 -3.52
H -2.17 -1.87 -3.70
```

Summary:
Charge = -1
LUMO energy (spin up / spin down) = 1.4389 / 1.4346 eV
Relative energy (zero: lowest compared OMol25 entry of this formula, charge and spin) = 47.89 kcal/mol
E_HOMO (spin up / spin down) = -0.204 / -0.212 Ha
Spin multiplicity = 2